No. 1
Entry from the OMol25 dataset: a structure of composition C32H46BrEuN3P2S (wB97M-V/def2-TZVPD).

Its spin multiplicity is 8. The value obtained for the lowest unoccupied orbital energy (alpha / beta) is -7.64 / -7.59 eV. The energy relative to the best compared isomer or geometry (same formula, charge and spin) is 30.13 kcal per mole. Its orbital gap (alpha / beta) is 3.94 / 4.00 eV. Its expectation value of S² is 15.760. The total charge is +2.

Last column: Mulliken charge in e.
Positions of all 86 atoms, in Å:
Eu1 -1.2960 -0.7834 0.0895  1.04
Br1 -1.5428 1.5860 -1.5313  -0.40
S1 -2.6241 4.5210 2.6847  -0.25
P1 -2.9628 -1.3194 -4.8414  -0.21
P2 1.1915 1.6028 -1.1367  1.41
N1 -0.5185 4.2255 1.1402  -0.17
N2 -1.7966 2.2617 1.6731  0.31
N3 5.4678 -4.5640 7.3688  -0.54
C1 2.9381 -0.2905 -2.4228  -1.53
C2 2.8574 -2.4473 3.4901  -0.85
C3 -5.5954 1.8003 3.3812  -0.64
C4 2.7100 -2.4983 4.8403  -0.10
C5 -1.5192 3.5481 1.7517  0.43
C6 -1.2826 -1.9636 -5.1051  0.46
C7 2.7598 1.7710 -0.2455  -1.28
C8 -3.6603 3.0939 2.7969  0.67
C9 2.1754 4.3491 -1.8760  -1.40
C10 3.6597 -3.1368 5.7388  0.78
C11 5.8084 -4.2148 6.1296  -0.35
C12 1.3640 -1.0979 0.2721  -1.15
C13 -4.0874 1.2071 -5.1594  -1.31
C14 -3.0615 1.9638 2.1899  0.44
C15 2.0547 -1.6205 2.5801  1.11
C16 -4.4099 -3.4399 -3.8085  -1.22
C17 0.5667 0.2980 2.0774  -1.56
C18 0.8925 0.1555 0.7124  1.14
C19 -0.8317 -2.0192 -6.5776  -1.23
C20 -5.0325 0.6839 2.7468  -0.86
C21 1.2327 -0.5445 3.0084  -0.81
C22 3.3383 -3.4809 7.0692  -0.50
C23 -2.8631 0.4850 -4.5823  0.79
C24 2.0556 -1.8979 1.1998  -0.84
C25 4.9576 -3.4808 5.2821  -0.42
C26 1.6996 0.5737 -2.5952  0.15
C27 4.2844 -4.1775 7.8425  -0.30
C28 -3.7611 0.7379 2.1639  -0.36
C29 2.5600 2.4794 1.0922  -1.34
C30 1.1209 3.2677 -2.0401  -0.84
C31 -4.8984 3.0167 3.4124  -0.42
C32 -3.6301 -2.1799 -3.3855  -0.06
H1 3.8610 0.3032 -2.3576  0.36
H2 3.0772 0.7362 -0.1070  0.61
H3 -0.6039 -1.0297 -6.9902  0.31
H4 3.1200 1.9317 1.8648  0.30
H5 -1.3072 -2.9910 -4.7025  0.40
H6 -1.9568 0.8166 -5.1241  0.36
H7 6.7810 -4.5464 5.7492  0.35
H8 1.1192 -0.3730 4.0775  0.33
H9 -0.6069 -1.3389 -4.4994  -0.61
H10 0.8303 -0.0270 -2.8987  -0.38
H11 -4.3060 -1.4623 -2.8850  0.42
H12 -1.5861 -2.4952 -7.2164  0.36
H13 -0.5197 5.2361 1.2515  0.25
H14 1.8594 1.3082 -3.3925  0.64
H15 1.8310 5.2099 -2.4733  0.42
H16 3.1720 4.0776 -2.2591  0.35
H17 3.4499 2.2605 -0.9305  0.80
H18 -2.7263 0.6874 -3.5030  -0.78
H19 2.5647 -2.7973 0.8444  0.52
H20 -4.2269 0.9392 -6.2098  0.37
H21 -0.1454 1.0463 2.4534  0.45
H22 -5.0101 0.9657 -4.6288  0.32
H23 0.1601 3.7330 -1.8143  0.53
H24 3.6606 -3.0726 3.0698  0.30
H25 2.2617 4.7069 -0.8386  0.23
H26 -5.0487 -3.7745 -2.9894  0.36
H27 2.9241 3.5180 1.0575  0.31
H28 0.0853 -2.6154 -6.6534  0.38
H29 4.0307 -4.4472 8.8706  0.35
H30 -3.2912 -0.1496 1.7155  -0.33
H31 -5.0553 -3.2512 -4.6725  0.38
H32 -2.7745 -2.4366 -2.7327  -0.09
H33 2.8650 -0.9395 -1.5437  0.39
H34 -5.5897 -0.2497 2.7376  0.40
H35 2.3503 -3.2386 7.4605  0.35
H36 1.2567 -1.5076 -0.7560  1.13
H37 -3.9521 2.2889 -5.1091  0.37
H38 1.5039 2.5027 1.4154  0.20
H39 -3.7504 -4.2735 -4.0661  0.31
H40 3.0221 -0.9358 -3.3043  0.44
H41 -6.5664 1.7338 3.8707  0.40
H42 0.0043 3.8473 0.3740  -0.11
H43 1.0662 2.9991 -3.0978  0.72
H44 -5.2831 3.9047 3.9106  0.41
H45 5.2933 -3.2084 4.2806  0.32
H46 1.8360 -2.0631 5.3253  0.29

---

No. 2
Entry from the OMol25 dataset: a structure of composition C32H46Cl2OP4V (wB97M-V/def2-TZVPD).

Its spin multiplicity is 2. The value obtained for the lowest unoccupied orbital energy (alpha / beta) is -5.36 / -7.13 eV. Its orbital gap (alpha / beta) is 6.94 / 5.18 eV. Its expectation value of S² is 0.773. The total charge is +2.

Last column: Mulliken charge in e.
Positions of all 86 atoms, in Å:
V1 0.1926 0.0654 -0.1088  -1.28
Cl1 -0.7589 -2.2557 0.1762  -0.40
Cl2 -1.0571 1.0798 1.4593  -0.43
P1 2.1831 3.8848 -2.1159  1.57
P2 -1.7668 -0.0523 -1.7274  1.08
P3 1.8475 -0.4895 1.6637  1.50
P4 2.7282 -2.9389 -3.9503  0.04
O1 3.9405 1.2836 -2.1751  -0.71
C1 2.3211 -1.4908 -4.8088  0.40
C2 0.9970 -5.9171 -5.4987  -0.72
C3 1.7212 -0.9176 -0.4255  -0.49
C4 0.9761 -1.1422 3.0859  -1.30
C5 6.7674 -3.1556 -2.1158  -0.52
C6 0.7301 -6.7875 -4.4166  -0.43
C7 1.7091 2.2053 -1.7246  0.47
C8 2.4397 1.1657 2.0390  -1.35
C9 -1.8651 -1.2626 -3.0770  -0.97
C10 6.2856 -3.9649 -3.1628  -0.88
C11 1.0160 4.9880 -1.3100  -1.32
C12 3.4762 -0.7242 -5.1415  -0.94
C13 -2.0669 1.5468 -2.5380  -1.34
C14 4.9426 -3.8689 -3.5105  -0.62
C15 1.0433 -1.0919 -5.2665  0.07
C16 0.5942 1.9255 -0.9362  -1.47
C17 1.2358 -5.0614 -2.7700  -0.55
C18 -3.3049 -0.3209 -0.7930  -1.29
C19 2.4845 0.9862 -2.2968  2.60
C20 4.1004 -2.9065 -2.8828  0.73
C21 0.9440 -0.0134 -6.1522  -0.85
C22 3.8615 4.1782 -1.5820  -1.22
C23 2.1012 3.9725 -3.9072  -1.22
C24 1.6034 -4.2304 -3.8607  1.12
C25 5.9496 -2.2390 -1.4271  -1.13
C26 0.8249 -6.3684 -3.0640  -0.53
C27 1.3872 -4.6147 -5.2279  -0.63
C28 3.3870 0.2965 -6.0664  -0.80
C29 3.3319 -1.4854 1.5453  -1.36
C30 2.1116 0.6542 -6.5650  -0.49
C31 4.6164 -2.0986 -1.8282  0.83
C32 1.9500 -0.0536 -1.4236  0.05
H1 -2.0718 2.3310 -1.7646  0.30
H2 0.5799 -7.0883 -2.2584  0.42
H3 1.3849 6.0152 -1.4359  0.42
H4 -3.2113 -1.2194 -0.1838  0.36
H5 7.8198 -3.2619 -1.8303  0.39
H6 -3.0331 1.4998 -3.0549  0.51
H7 2.5612 4.9251 -4.2243  0.49
H8 0.9494 4.7528 -0.2382  0.43
H9 -0.0649 2.7524 -0.5855  0.48
H10 6.3616 -1.6375 -0.5881  0.43
H11 1.0508 3.9368 -4.2336  0.40
H12 1.8172 -1.9511 -0.9801  -0.02
H13 2.6581 3.1250 -4.3371  0.23
H14 6.9246 -4.6773 -3.7095  0.43
H15 4.4436 -1.0470 -4.7303  0.43
H16 -2.9234 -1.3963 -3.3448  0.59
H17 -4.1264 -0.4379 -1.5076  0.48
H18 3.9626 -1.4010 -1.2776  0.37
H19 0.1526 -1.6844 -5.0081  0.85
H20 4.3013 0.7956 -6.4049  0.47
H21 0.8987 -6.2345 -6.5526  0.42
H22 0.4081 -7.8102 -4.6531  0.40
H23 2.2144 0.8058 -3.3809  -0.96
H24 0.5176 -2.0970 2.8228  0.37
H25 3.8826 4.3017 -0.4811  0.41
H26 4.4958 -4.4787 -4.3079  0.48
H27 0.0232 4.9012 -1.7675  0.40
H28 1.5982 1.8234 2.2931  0.35
H29 1.6256 -3.8826 -6.0027  0.42
H30 -1.2504 1.7355 -3.2465  0.20
H31 4.4425 0.4962 -2.4179  0.20
H32 1.7298 -1.2934 3.8706  0.48
H33 -1.3075 -0.8714 -3.9354  0.10
H34 4.4459 3.2992 -1.8662  0.24
H35 2.0489 1.4904 -7.2733  0.46
H36 3.1252 1.0688 2.8903  0.52
H37 -0.0381 0.2997 -6.5604  0.46
H38 3.6389 -1.7528 2.5516  0.62
H39 4.2264 5.0984 -2.0760  0.48
H40 1.3064 -4.6887 -1.7478  0.42
H41 3.1328 -2.3924 0.9638  0.38
H42 -3.4772 0.5305 -0.1227  0.34
H43 4.1322 -0.9213 1.0547  0.27
H44 -1.4401 -2.2198 -2.7407  0.26
H45 2.9777 1.5829 1.1796  0.22
H46 0.2010 -0.4397 3.4079  0.37

---

no.,maximum force (eV/A),calculated total energy (Ha)
1,2.93,-5775.8076
2,7.69,-4551.3035